1.
Formula: C4H11N2
Source: the Open Molecules 2025 dataset
Level of theory: ωB97M-V/def2-TZVPD

Its maximum force is 1.98 eV/A. The calculation puts the HOMO energy (spin up / spin down) at -5.6 / -8.4 eV. As for the total energy: -268.40903 a.u. Its relative energy (zero: lowest compared OMol25 entry of this formula, charge and spin) is 23.0 kcal/mol.

Structure (ORCA input):
```
! wB97M-V def2-TZVPD RIJCOSX def2/J DEFGRID3
* xyz 0 2
C -1.70 -0.93 -1.66
N -0.36 -0.80 -1.71
H -2.16 -1.10 -0.70
H -2.28 -0.87 -2.56
H 0.14 -0.59 -2.55
H 0.24 -0.84 -0.88
C 1.34 -1.23 0.80
C 1.21 0.11 0.80
N 0.24 0.85 1.42
C -0.45 1.88 0.64
H 0.65 -1.80 1.41
H 2.29 -1.63 0.46
H 1.85 0.69 0.13
H -0.40 0.32 1.99
H -0.82 2.65 1.33
H 0.24 2.32 -0.07
H -1.32 1.47 0.11
*
```

The net atomic charges from Mulliken, expressed in e, are:
1 C -0.7389
2 N -0.2693
3 H 0.3263
4 H 0.2946
5 H 0.1513
6 H 0.2696
7 C -0.9138
8 C -0.1032
9 N -0.2264
10 C -0.7668
11 H 0.2697
12 H 0.2881
13 H 0.3389
14 H 0.2455
15 H 0.2699
16 H 0.2995
17 H 0.2649

2.
Formula: C4H11N2
Source: the Open Molecules 2025 dataset
Level of theory: ωB97M-V/def2-TZVPD

Its maximum force is 3.29 eV/A. The calculation puts the HOMO energy at -13.6 eV. As for the total energy: -268.21595 a.u. The SMILES is N[C@@H]1CC[C@H]1[NH3+]. Its relative energy (zero: lowest compared OMol25 entry of this formula, charge and spin) is 55.8 kcal/mol.

Structure (ORCA input):
```
! wB97M-V def2-TZVPD RIJCOSX def2/J DEFGRID3
* xyz 1 1
N 1.76 -1.16 0.41
C 0.83 -0.32 -0.21
C 0.89 1.35 -0.22
C -0.69 1.33 0.06
C -0.60 -0.12 0.50
N -1.66 -1.12 -0.12
H 2.60 -1.02 -0.11
H 1.95 -0.82 1.33
H 0.75 -0.64 -1.26
H 1.07 1.76 -1.16
H 1.56 1.78 0.54
H -1.09 2.06 0.77
H -1.09 1.42 -0.95
H -0.73 -0.27 1.60
H -1.37 -2.06 0.08
H -1.45 -1.04 -1.07
H -2.73 -1.14 -0.18
*
```

The net atomic charges from Mulliken, expressed in e, are:
1 N -0.5689
2 C -0.2001
3 C -0.7597
4 C -0.5187
5 C -0.1571
6 N -0.4133
7 H 0.2916
8 H 0.2677
9 H 0.4081
10 H 0.3201
11 H 0.3152
12 H 0.3023
13 H 0.2665
14 H 0.4095
15 H 0.3597
16 H 0.3458
17 H 0.3314

3.
Formula: C4H11N2
Source: the Open Molecules 2025 dataset
Level of theory: ωB97M-V/def2-TZVPD

Its maximum force is 0.75 eV/A. The calculation puts the HOMO energy at -14.6 eV. As for the total energy: -268.25048 a.u. The SMILES is C[NH2+]C1(N)CC1. Its relative energy (zero: lowest compared OMol25 entry of this formula, charge and spin) is 34.1 kcal/mol.

Structure (ORCA input):
```
! wB97M-V def2-TZVPD RIJCOSX def2/J DEFGRID3
* xyz 1 1
C 1.93 -0.17 -0.25
N 0.79 -0.31 0.69
C -0.50 0.28 0.13
N -0.32 1.66 -0.02
C -1.24 -0.62 -0.81
C -1.75 -0.41 0.59
H 1.71 -0.71 -1.17
H 2.06 0.88 -0.48
H 2.84 -0.57 0.19
H 1.02 0.21 1.55
H 0.65 -1.30 0.92
H -0.87 2.23 0.60
H -0.40 2.00 -0.97
H -0.82 -1.59 -1.06
H -1.78 -0.17 -1.63
H -2.63 0.20 0.72
H -1.69 -1.22 1.30
*
```

The net atomic charges from Mulliken, expressed in e, are:
1 C -0.8985
2 N -0.1587
3 C 0.3964
4 N -0.5749
5 C -0.4804
6 C -0.7135
7 H 0.3393
8 H 0.3627
9 H 0.3727
10 H 0.3935
11 H 0.4103
12 H 0.2677
13 H 0.2623
14 H 0.2598
15 H 0.2648
16 H 0.2676
17 H 0.2291

4.
Formula: C4H11N2
Source: the Open Molecules 2025 dataset
Level of theory: ωB97M-V/def2-TZVPD

Its maximum force is 4.27 eV/A. The calculation puts the HOMO energy at -13.2 eV. As for the total energy: -268.22061 a.u. The SMILES is C/C=[NH+]/CNC. Its relative energy (zero: lowest compared OMol25 entry of this formula, charge and spin) is 52.9 kcal/mol.

Structure (ORCA input):
```
! wB97M-V def2-TZVPD RIJCOSX def2/J DEFGRID3
* xyz 1 1
C -0.05 2.17 -1.45
C -0.01 0.92 -0.69
N -0.66 -0.13 -0.88
C -0.55 -1.41 -0.18
N 0.59 -1.47 0.73
C 0.45 -0.91 2.04
H 0.07 3.12 -0.72
H -1.00 2.26 -1.91
H 0.69 2.34 -2.22
H 0.65 0.99 0.23
H -1.29 -0.06 -1.72
H -1.47 -1.69 0.27
H -0.38 -2.22 -0.88
H 1.55 -1.44 0.35
H -0.48 -0.37 2.04
H 0.51 -1.79 2.76
H 1.35 -0.29 2.23
*
```

The net atomic charges from Mulliken, expressed in e, are:
1 C -1.1893
2 C 0.4716
3 N -0.0329
4 C -0.6203
5 N -0.2838
6 C -0.9076
7 H 0.3137
8 H 0.3395
9 H 0.3317
10 H 0.2781
11 H 0.2954
12 H 0.3891
13 H 0.3701
14 H 0.2799
15 H 0.3628
16 H 0.2619
17 H 0.3401

5.
Formula: C4H11N2
Source: the Open Molecules 2025 dataset
Level of theory: ωB97M-V/def2-TZVPD

Its maximum force is 5.24 eV/A. The calculation puts the HOMO energy (spin up / spin down) at -13.1 / -13.4 eV. As for the total energy: -268.07828 a.u. Its relative energy (zero: lowest compared OMol25 entry of this formula, charge and spin) is 142.2 kcal/mol.

Structure (ORCA input):
```
! wB97M-V def2-TZVPD RIJCOSX def2/J DEFGRID3
* xyz 1 1
C 0.31 1.07 -0.24
C -1.10 1.03 0.42
C -0.76 -1.41 0.20
C 2.22 -0.44 -0.02
N 1.05 0.07 0.45
N -1.62 -0.24 -0.23
H 0.10 0.96 -1.27
H 0.69 2.00 -0.04
H -1.06 0.98 1.45
H -1.70 1.79 0.28
H -0.65 -2.12 -0.54
H -0.68 -1.78 1.24
H 2.19 -0.34 -1.07
H 2.94 0.29 0.25
H 2.32 -1.40 0.28
H -2.62 -0.54 0.08
H -1.64 0.08 -1.22
*
```

The net atomic charges from Mulliken, expressed in e, are:
1 C -0.5378
2 C -0.7735
3 C -0.6061
4 C -0.8934
5 N -0.2735
6 N -0.2360
7 H 0.3807
8 H 0.5282
9 H 0.3606
10 H 0.5129
11 H 0.4026
12 H 0.2985
13 H 0.3832
14 H 0.3668
15 H 0.3284
16 H 0.3973
17 H 0.3614

6.
Formula: C4H11N2
Source: the Open Molecules 2025 dataset
Level of theory: ωB97M-V/def2-TZVPD

Its maximum force is 0.83 eV/A. The calculation puts the HOMO energy at -13.8 eV. As for the total energy: -268.21069 a.u. Its relative energy (zero: lowest compared OMol25 entry of this formula, charge and spin) is 59.1 kcal/mol.

Structure (ORCA input):
```
! wB97M-V def2-TZVPD RIJCOSX def2/J DEFGRID3
* xyz 1 1
C 0.94 1.22 -1.62
C -1.34 -1.72 2.29
C -0.11 -2.06 1.96
C -0.02 1.04 0.65
N 0.38 0.85 -2.87
N -0.13 1.02 -0.61
H 1.21 2.28 -1.59
H -2.19 -2.34 2.04
H 1.81 0.63 -1.29
H -1.57 -0.83 2.85
H 0.74 -1.46 2.24
H 0.11 -2.97 1.43
H -0.87 0.86 1.29
H 0.95 1.23 1.11
H 0.54 1.50 -3.62
H 0.59 -0.09 -3.17
H -1.03 0.84 -1.07
*
```

The net atomic charges from Mulliken, expressed in e, are:
1 C -0.3780
2 C -0.5387
3 C -0.5115
4 C -0.2522
5 N -0.5520
6 N -0.0538
7 H 0.3683
8 H 0.2255
9 H 0.3375
10 H 0.3395
11 H 0.2873
12 H 0.2451
13 H 0.3606
14 H 0.3006
15 H 0.2460
16 H 0.2201
17 H 0.3557

7.
Formula: C4H11N2
Source: the Open Molecules 2025 dataset
Level of theory: ωB97M-V/def2-TZVPD

Its maximum force is 5.73 eV/A. The calculation puts the HOMO energy at -14.0 eV. As for the total energy: -268.15004 a.u. Its relative energy (zero: lowest compared OMol25 entry of this formula, charge and spin) is 97.2 kcal/mol.

Structure (ORCA input):
```
! wB97M-V def2-TZVPD RIJCOSX def2/J DEFGRID3
* xyz 1 1
C 1.60 -0.62 0.77
C 0.52 0.01 -0.06
C 0.31 1.91 -0.03
C -2.03 -0.58 0.12
N 1.73 -0.39 -0.62
N -0.68 -0.83 -0.43
H 2.03 0.14 1.43
H 1.43 -1.59 1.03
H -0.59 2.22 0.36
H 0.29 2.14 -1.08
H 1.16 2.08 0.56
H -2.58 0.10 -0.54
H -2.65 -1.45 -0.02
H -1.91 -0.53 1.15
H 2.53 0.13 -1.08
H -0.71 -0.91 -1.46
H -0.43 -1.81 -0.11
*
```

The net atomic charges from Mulliken, expressed in e, are:
1 C -0.6651
2 C 0.2189
3 C -1.0279
4 C -0.9653
5 N -0.4883
6 N -0.0731
7 H 0.2845
8 H 0.2947
9 H 0.4107
10 H 0.3604
11 H 0.3367
12 H 0.3448
13 H 0.4096
14 H 0.3875
15 H 0.3034
16 H 0.4283
17 H 0.4402

8.
Formula: C4H11N2
Source: the Open Molecules 2025 dataset
Level of theory: ωB97M-V/def2-TZVPD

Its maximum force is 1.69 eV/A. The calculation puts the HOMO energy at -14.2 eV. As for the total energy: -268.08283 a.u. Its relative energy (zero: lowest compared OMol25 entry of this formula, charge and spin) is 139.4 kcal/mol.

Structure (ORCA input):
```
! wB97M-V def2-TZVPD RIJCOSX def2/J DEFGRID3
* xyz 1 1
C -0.26 0.11 -1.70
C -0.89 -0.68 -0.57
C 0.11 -1.31 0.44
C 0.19 -0.42 1.68
N 0.62 0.86 1.36
N 0.31 1.37 -1.22
H 0.54 -0.48 -2.14
H -0.96 0.37 -2.47
H -1.57 -1.45 -0.90
H -1.43 0.01 0.01
H 1.08 -1.28 -0.04
H -0.17 -2.31 0.76
H 0.97 -0.83 2.37
H -0.73 -0.36 2.26
H 0.60 1.38 -0.24
H -0.33 2.14 -1.39
H 0.49 1.51 2.17
*
```

The net atomic charges from Mulliken, expressed in e, are:
1 C -0.6112
2 C -0.7546
3 C -0.4787
4 C -0.5209
5 N -0.2578
6 N -0.3644
7 H 0.3088
8 H 0.4382
9 H 0.3860
10 H 0.4075
11 H 0.3317
12 H 0.3530
13 H 0.4251
14 H 0.4248
15 H 0.3204
16 H 0.3070
17 H 0.2852

9.
Formula: C4H11N2
Source: the Open Molecules 2025 dataset
Level of theory: ωB97M-V/def2-TZVPD

Its maximum force is 4.67 eV/A. The calculation puts the HOMO energy at -13.4 eV. As for the total energy: -268.21056 a.u. The SMILES is C=C(N)CC[NH3+]. Its relative energy (zero: lowest compared OMol25 entry of this formula, charge and spin) is 59.2 kcal/mol.

Structure (ORCA input):
```
! wB97M-V def2-TZVPD RIJCOSX def2/J DEFGRID3
* xyz 1 1
C -1.90 -0.85 0.72
C -1.04 -0.03 0.08
N -0.98 -0.05 -1.37
C 0.01 0.78 0.76
C 1.39 0.10 0.67
N 1.75 0.16 -0.76
H -2.62 -1.50 0.22
H -1.96 -1.23 1.75
H -1.48 -0.80 -1.79
H -1.68 0.69 -1.54
H -0.08 1.87 0.50
H -0.21 0.66 1.87
H 1.70 -0.88 1.12
H 2.07 0.86 1.19
H 0.81 -0.26 -1.12
H 2.36 -0.61 -1.03
H 1.84 1.09 -1.28
*
```

The net atomic charges from Mulliken, expressed in e, are:
1 C -1.1001
2 C 0.6576
3 N -0.5755
4 C -0.6653
5 C -0.4624
6 N -0.3064
7 H 0.2674
8 H 0.2700
9 H 0.2081
10 H 0.3199
11 H 0.2987
12 H 0.3233
13 H 0.3348
14 H 0.3083
15 H 0.3730
16 H 0.3743
17 H 0.3742

10.
Formula: C4H11N2
Source: the Open Molecules 2025 dataset
Level of theory: ωB97M-V/def2-TZVPD

Its maximum force is 4.68 eV/A. The calculation puts the HOMO energy (spin up / spin down) at -10.9 / -16.0 eV. As for the total energy: -268.02022 a.u. Its relative energy (zero: lowest compared OMol25 entry of this formula, charge and spin) is 68.5 kcal/mol.

Structure (ORCA input):
```
! wB97M-V def2-TZVPD RIJCOSX def2/J DEFGRID3
* xyz 1 3
C -0.41 1.50 -0.51
C -1.05 0.77 0.67
C 0.63 0.37 -0.60
C -0.47 -1.65 0.42
N 1.96 0.35 -0.63
N 0.05 -0.24 0.64
H -1.06 1.73 -1.31
H 0.03 2.36 -0.31
H -1.05 1.11 1.74
H -1.92 0.16 0.65
H -0.45 -0.67 -1.93
H -0.99 -2.15 1.30
H -1.08 -1.73 -0.42
H 0.30 -2.32 0.34
H 2.43 1.08 -1.15
H 2.51 -0.46 -0.33
H 0.57 -0.22 1.44
*
```

The net atomic charges from Mulliken, expressed in e, are:
1 C -0.3979
2 C -0.4916
3 C -0.1058
4 C -1.0565
5 N -0.4240
6 N 0.0522
7 H 0.3010
8 H 0.3339
9 H 0.3534
10 H 0.3082
11 H 0.0824
12 H 0.3550
13 H 0.4809
14 H 0.3953
15 H 0.2459
16 H 0.2225
17 H 0.3452

11.
Formula: C4H11N2O
Source: the Open Molecules 2025 dataset
Level of theory: ωB97M-V/def2-TZVPD

Its maximum force is 2.55 eV/A. The calculation puts the HOMO energy at -2.8 eV. As for the total energy: -343.71817 a.u. The SMILES is C[C@@H](N)CNC[O-]. Its relative energy (zero: lowest compared OMol25 entry of this formula, charge and spin) is 33.3 kcal/mol.

Structure (ORCA input):
```
! wB97M-V def2-TZVPD RIJCOSX def2/J DEFGRID3
* xyz -1 1
C -1.53 0.72 -1.55
C -0.48 -0.04 -0.70
N 0.82 -0.02 -1.42
C -0.55 0.30 0.88
N 0.59 0.12 1.72
C 1.34 -1.10 1.46
O 2.48 -0.86 0.77
H -1.75 1.70 -1.12
H -2.41 0.10 -1.52
H -1.34 0.88 -2.62
H -0.81 -1.09 -0.63
H 1.52 -0.33 -0.63
H 0.96 0.92 -1.76
H -1.48 -0.10 1.31
H -0.73 1.36 0.81
H 1.19 0.94 1.69
H 1.60 -1.73 2.35
H 0.57 -1.78 0.96
*
```

The net atomic charges from Mulliken, expressed in e, are:
1 C -1.3412
2 C 0.4975
3 N -0.6986
4 C -1.1190
5 N -0.2747
6 C -0.2862
7 O -0.8969
8 H 0.3211
9 H 0.3182
10 H 0.3722
11 H 0.1656
12 H 0.4423
13 H 0.1891
14 H 0.1819
15 H 0.4847
16 H 0.2750
17 H 0.2359
18 H 0.1331

12.
Formula: C4H11N2O
Source: the Open Molecules 2025 dataset
Level of theory: ωB97M-V/def2-TZVPD

Its maximum force is 0.83 eV/A. The calculation puts the HOMO energy at -2.7 eV. As for the total energy: -343.72223 a.u. Its relative energy (zero: lowest compared OMol25 entry of this formula, charge and spin) is 30.7 kcal/mol.

Structure (ORCA input):
```
! wB97M-V def2-TZVPD RIJCOSX def2/J DEFGRID3
* xyz -1 1
N 3.13 -0.61 -0.48
C 2.30 0.33 0.33
O 1.21 0.82 -0.28
H 2.45 -1.15 -1.01
H 3.62 -0.07 -1.18
H 2.03 -0.25 1.25
H 3.00 1.13 0.68
C -0.95 -1.55 0.34
C -1.97 -0.45 0.23
C -1.72 0.69 -0.41
N -2.44 1.90 -0.32
H 0.00 -1.16 -0.02
H -0.84 -1.86 1.39
H -1.24 -2.45 -0.22
H -2.97 -0.69 0.59
H -0.87 0.76 -1.07
H -1.77 2.65 -0.37
H -2.95 1.96 0.55
*
```

The net atomic charges from Mulliken, expressed in e, are:
1 N -0.7582
2 C -0.5328
3 O -0.8137
4 H 0.3021
5 H 0.2454
6 H 0.2410
7 H 0.3242
8 C -0.6246
9 C -0.4040
10 C -0.0357
11 N -0.6793
12 H -0.0344
13 H 0.2476
14 H 0.2894
15 H 0.3195
16 H 0.3792
17 H 0.2988
18 H 0.2355

Copy entry 2 word for word.
Formula: C4H11N2
Source: the Open Molecules 2025 dataset
Level of theory: ωB97M-V/def2-TZVPD

Its maximum force is 3.29 eV/A. The calculation puts the HOMO energy at -13.6 eV. As for the total energy: -268.21595 a.u. The SMILES is N[C@@H]1CC[C@H]1[NH3+]. Its relative energy (zero: lowest compared OMol25 entry of this formula, charge and spin) is 55.8 kcal/mol.

Structure (ORCA input):
```
! wB97M-V def2-TZVPD RIJCOSX def2/J DEFGRID3
* xyz 1 1
N 1.76 -1.16 0.41
C 0.83 -0.32 -0.21
C 0.89 1.35 -0.22
C -0.69 1.33 0.06
C -0.60 -0.12 0.50
N -1.66 -1.12 -0.12
H 2.60 -1.02 -0.11
H 1.95 -0.82 1.33
H 0.75 -0.64 -1.26
H 1.07 1.76 -1.16
H 1.56 1.78 0.54
H -1.09 2.06 0.77
H -1.09 1.42 -0.95
H -0.73 -0.27 1.60
H -1.37 -2.06 0.08
H -1.45 -1.04 -1.07
H -2.73 -1.14 -0.18
*
```

The net atomic charges from Mulliken, expressed in e, are:
1 N -0.5689
2 C -0.2001
3 C -0.7597
4 C -0.5187
5 C -0.1571
6 N -0.4133
7 H 0.2916
8 H 0.2677
9 H 0.4081
10 H 0.3201
11 H 0.3152
12 H 0.3023
13 H 0.2665
14 H 0.4095
15 H 0.3597
16 H 0.3458
17 H 0.3314

Question: Number 10 is which compound?
Answer: C4H11N2